DFT (ωB97M-V with the def2-TZVPD basis set) results for a 16-piece molecular cluster, C58H96O42S3 overall in a non-equilibrium geometry.

Geometry as XYZ:
```
199
Properties=species:S:1:pos:R:3:mulliken_charge:R:1
C 1.94 -2.94 0.14 -0.87
C 3.04 -4.05 0.38 0.58
C 4.38 -3.83 -0.19 0.62
O 5.21 -4.43 0.80 -0.37
C 4.54 -4.59 1.93 0.58
O 5.04 -5.26 2.90 -0.68
O 3.32 -4.21 1.75 -0.40
H 1.08 -2.94 0.81 0.41
H 1.55 -2.84 -0.87 0.08
H 2.46 -2.03 0.46 0.17
H 2.69 -5.02 0.04 0.13
H 4.74 -2.80 -0.27 0.07
H 4.35 -4.27 -1.18 -0.31
C -2.43 0.23 -5.39 -1.18
C -2.20 1.13 -6.66 0.23
C -3.17 0.98 -7.91 -0.44
O -3.88 2.23 -8.03 -0.35
C -3.35 3.03 -6.97 0.52
O -3.83 4.11 -6.59 -0.56
O -2.45 2.48 -6.27 -0.16
H -2.29 -0.81 -5.66 0.35
H -3.44 0.45 -5.05 0.40
H -1.65 0.45 -4.65 0.26
H -1.23 0.93 -7.11 0.31
H -3.88 0.18 -7.75 0.25
H -2.62 0.74 -8.82 0.31
C -1.50 -7.81 -0.40 -1.11
C -1.57 -7.38 1.12 0.40
C -0.27 -7.12 1.75 -0.48
O -0.31 -5.77 2.10 -0.26
C -1.50 -5.29 1.79 0.51
O -1.93 -4.08 1.85 -0.57
O -2.33 -6.19 1.34 -0.26
H -2.41 -8.18 -0.89 0.42
H -0.68 -8.48 -0.65 0.42
H -1.08 -6.95 -0.92 -0.02
H -2.07 -8.09 1.78 0.34
H 0.60 -7.32 1.13 0.25
H -0.26 -7.68 2.68 0.28
C -3.89 -3.45 -3.58 -1.20
C -3.15 -3.38 -2.18 1.43
C -2.70 -2.07 -1.69 0.76
O -3.35 -1.68 -0.58 0.25
C -4.03 -2.68 -0.22 0.29
O -4.65 -2.71 0.85 -0.62
O -4.15 -3.61 -1.31 -0.46
H -3.64 -2.55 -4.14 0.03
H -4.98 -3.42 -3.68 0.43
H -3.58 -4.37 -4.07 0.24
H -2.44 -4.20 -2.20 -0.35
H -2.83 -1.41 -2.54 -0.29
H -1.64 -2.05 -1.44 -0.64
C -0.34 -6.00 -5.83 -1.58
C -0.59 -5.36 -4.50 0.76
C 0.49 -5.63 -3.42 -0.70
O 0.76 -4.42 -2.87 0.18
C 0.15 -3.45 -3.48 0.56
O 0.16 -2.23 -3.18 -0.60
O -0.42 -3.90 -4.59 -0.38
H -0.04 -5.22 -6.53 0.34
H -1.32 -6.36 -6.11 0.39
H 0.30 -6.88 -5.72 0.38
H -1.60 -5.56 -4.11 0.24
H 1.38 -6.02 -3.92 0.45
H 0.01 -6.45 -2.89 0.11
C 7.42 -1.34 -1.62 -1.29
C 7.56 -1.40 -0.10 0.40
C 8.07 -0.14 0.60 -0.47
O 6.96 0.31 1.35 -0.31
C 5.91 -0.52 1.19 0.46
O 4.79 -0.49 1.74 -0.50
O 6.34 -1.55 0.45 -0.18
H 8.35 -1.37 -2.19 0.41
H 6.94 -0.38 -1.81 0.35
H 6.73 -1.97 -2.18 0.14
H 8.04 -2.32 0.23 0.31
H 8.54 0.54 -0.10 0.35
H 8.90 -0.37 1.28 0.27
C 4.79 4.93 -5.07 -1.41
C 4.05 3.61 -5.02 0.42
C 4.95 2.44 -4.80 -0.56
O 4.71 2.02 -3.42 -0.14
C 3.52 2.48 -3.04 0.31
O 2.90 2.07 -2.03 -0.43
O 3.26 3.64 -3.84 -0.19
H 5.67 4.96 -4.43 0.39
H 4.12 5.69 -4.68 0.30
H 5.03 5.03 -6.13 0.42
H 3.54 3.31 -5.94 0.32
H 5.99 2.75 -4.90 0.36
H 4.64 1.78 -5.61 0.22
C -0.38 -0.73 6.83 -0.89
C -0.03 -0.26 8.28 0.36
C 1.15 0.59 8.33 -0.30
O 0.81 1.61 9.12 -0.36
C -0.59 1.65 9.37 0.66
O -1.21 2.49 10.04 -0.56
O -1.12 0.47 8.82 -0.34
H -1.46 -0.85 6.70 -0.15
H 0.21 -1.59 6.50 0.59
H -0.16 0.14 6.23 0.14
H 0.09 -1.15 8.91 0.33
H 1.27 0.95 7.31 0.19
H 2.11 0.18 8.64 0.34
C -3.48 1.45 -0.93 -1.21
C -4.03 2.18 0.18 1.16
C -5.24 3.04 -0.08 -0.08
O -6.21 2.37 0.88 -0.44
C -5.59 1.52 1.64 0.30
O -6.07 0.97 2.61 -0.52
O -4.44 1.11 0.97 0.12
H -4.11 0.71 -1.41 0.44
H -2.62 0.91 -0.54 -0.56
H -2.97 2.07 -1.67 0.25
H -3.23 2.70 0.71 0.01
H -5.57 3.00 -1.12 0.44
H -4.96 4.05 0.19 -0.11
C -2.33 5.60 1.21 -0.62
C -3.59 6.23 1.92 0.39
C -4.52 5.24 2.61 0.69
O -4.83 5.88 3.78 -0.41
C -4.12 7.00 3.96 0.57
O -4.23 7.74 4.92 -0.57
O -3.25 7.13 2.90 -0.43
H -2.62 5.04 0.32 -0.25
H -1.80 5.02 1.97 0.19
H -1.67 6.35 0.77 0.46
H -4.15 6.97 1.34 0.30
H -4.02 4.30 2.82 -0.41
H -5.33 5.04 1.90 0.21
C -3.61 3.13 7.11 -1.57
C -2.69 2.26 6.23 0.99
C -3.20 2.13 4.78 0.75
O -2.01 2.15 4.06 0.08
C -1.06 2.84 4.75 0.17
O -0.03 3.17 4.31 -0.58
O -1.61 3.10 5.87 -0.42
H -3.26 3.22 8.14 0.31
H -4.58 2.70 7.31 0.35
H -3.60 4.15 6.71 0.38
H -2.26 1.32 6.58 -0.08
H -3.96 2.83 4.44 0.17
H -3.71 1.18 4.62 -0.78
C 0.21 5.33 -4.69 -1.52
C -0.67 4.27 -4.03 1.21
C -0.14 3.87 -2.61 0.02
O -1.22 4.21 -1.83 -0.20
C -2.30 4.78 -2.55 0.43
O -3.40 5.08 -2.14 -0.52
O -2.00 4.72 -3.87 -0.33
H 0.24 6.34 -4.28 0.40
H -0.25 5.46 -5.67 0.40
H 1.24 5.00 -4.69 0.09
H -0.70 3.38 -4.66 -0.11
H 0.79 4.32 -2.25 0.17
H -0.15 2.81 -2.37 0.00
C 3.61 3.55 3.87 -1.73
C 4.51 3.02 2.79 1.22
C 4.34 3.86 1.48 -0.17
O 5.64 4.17 1.14 -0.35
C 6.48 3.81 2.21 0.53
O 7.67 4.19 2.18 -0.65
O 5.92 3.04 3.08 -0.34
H 3.79 4.62 3.89 0.40
H 3.70 3.08 4.85 0.37
H 2.55 3.51 3.64 0.41
H 4.18 2.04 2.45 -0.04
H 3.65 4.70 1.61 0.27
H 3.89 3.17 0.77 0.13
C 0.26 0.13 -0.32 0.47
S 0.66 -0.03 1.45 0.24
O 1.12 1.36 1.95 -0.37
C -1.12 -0.38 2.01 0.47
H -0.48 0.89 -0.56 -0.14
H -0.16 -0.74 -0.83 -0.55
H 1.14 0.17 -0.96 0.56
H -0.97 -0.24 3.09 -0.04
H -1.30 -1.40 1.69 -0.03
H -1.93 0.17 1.53 -0.37
C 4.36 -3.64 -6.65 -0.84
S 5.10 -2.61 -5.31 0.38
O 4.59 -1.15 -5.42 -0.55
C 4.18 -3.38 -3.91 -0.42
H 4.74 -4.66 -6.52 0.39
H 4.62 -3.27 -7.64 0.37
H 3.28 -3.69 -6.51 0.12
H 4.08 -2.70 -3.06 0.29
H 4.58 -4.36 -3.64 0.52
H 3.20 -3.55 -4.36 -0.24
C -6.10 -1.53 4.79 -1.13
S -4.27 -1.34 5.12 0.99
O -4.31 -0.28 6.24 -0.73
C -3.94 -2.83 6.12 -1.11
H -6.51 -0.59 4.42 0.29
H -6.64 -1.79 5.71 0.41
H -6.37 -2.25 4.02 0.37
H -4.62 -2.82 6.98 0.38
H -2.88 -2.69 6.33 0.24
H -4.29 -3.67 5.53 0.42
```

Output
HOMO-LUMO gap ... 7.6 eV
E_HOMO ... -8.43 eV
Relative energy (zero: lowest compared OMol25 entry of this formula, charge and spin) ... 266.7 kcal per mole
LUMO ... -0.8 eV
Spin multiplicity ... 1
Charge ... 0